{
  "formula": "C30H25ClLaN4O3SSeTe",
  "method": "ωB97M-V/def2-TZVPD",
  "charge": 1,
  "homo_ev": -10.575,
  "symbols": ["La", "Te", "Se", "Cl", "S", "O", "O", "O", "N", "N", "N", "N", "C", "C", "C", "C", "C", "C", "C", "C", "C", "C", "C", "C", "C", "C", "C", "C", "C", "C", "C", "C", "C", "C", "C", "C", "C", "C", "C", "C", "C", "C", "H", "H", "H", "H", "H", "H", "H", "H", "H", "H", "H", "H", "H", "H", "H", "H", "H", "H", "H", "H", "H", "H", "H", "H", "H"],
  "positions_angstrom": [[0.4522, 0.7414, -0.7180], [1.2503, -0.3823, 2.5705], [-3.1831, 1.7756, 1.7182], [0.2055, 4.4535, -4.2408], [1.5818, -3.9615, 0.7765], [2.8086, -4.5868, 1.1328], [0.8849, -3.1566, 1.8135], [0.6860, -4.7167, -0.0448], [-1.9008, 1.0321, 0.7434], [-4.1287, 0.2580, 1.8541], [-1.5220, -1.1057, -0.2168], [2.3572, 0.8602, -2.7304], [-3.2531, -2.7730, 0.0657], [-3.5035, -0.6110, 1.1362], [-1.1831, -1.5223, 3.6339], [0.5739, 2.5606, 1.7148], [-0.2513, -0.0032, 5.2648], [1.9929, 3.8242, 0.2466], [-1.9465, -2.1392, 4.6045], [-0.6864, 2.7329, -1.8255], [3.2452, -1.8347, -0.2494], [-2.3106, -0.2065, 0.5019], [0.8256, 3.7066, 0.9587], [3.3759, -0.6756, -1.0408], [-0.2038, 2.1177, -5.5041], [2.9024, 2.7569, 0.2312], [1.4103, -2.4979, -1.5921], [1.5396, 1.5732, 1.8313], [-1.0489, 0.7907, -3.2764], [1.5540, -1.3594, -2.3744], [-3.9656, -1.9494, 0.8969], [-0.2044, 2.7911, -4.3273], [-1.0287, -0.6290, 6.2139], [-0.3325, -0.4885, 3.9681], [-0.6573, 2.1404, -3.1302], [-2.0194, -2.2660, -0.4281], [-1.8937, -1.6715, 5.9009], [-1.0894, 0.1622, -4.5087], [2.7330, 1.6703, 1.1061], [2.5278, -0.4166, -2.1373], [2.1225, -2.6712, -0.4033], [-0.7132, 0.8234, -5.6521], [0.5591, -3.1229, -1.7459], [-4.8869, -2.3037, 1.3264], [-0.3239, 2.4787, 2.3420], [-1.1228, -1.9791, 2.6612], [-0.6386, 0.3373, -6.6050], [-1.4070, -0.8849, -4.5940], [-1.6024, 0.2227, -2.5237], [-0.2844, 3.7671, -1.7803], [3.8465, 2.9666, -0.2831], [3.1640, 1.4687, -2.7548], [-3.5808, -3.6991, -0.3229], [-2.5671, -2.9488, 4.3063], [-1.6860, 2.6525, -1.4305], [4.1567, -0.0186, -0.7292], [2.2559, 4.7598, -0.2959], [-2.4108, -2.1900, 6.6693], [3.9217, -1.9560, 0.6013], [0.5056, 0.7671, 5.4421], [0.0850, 4.5420, 1.0314], [3.4789, 0.8750, 1.2121], [0.1699, 2.7162, -6.3351], [1.8754, 0.8891, -3.6149], [0.9040, -1.2160, -3.2551], [-1.4580, -2.9537, -1.0631], [-0.9572, -0.3168, 7.2574]],
  "nbo_charge": [1.8093, 0.7905, 1.0499, 0.0393, 2.4505, -0.9551, -1.0383, -1.0017, -0.7207, -0.5315, -0.5404, -0.8641, -0.2415, 0.1128, -0.2592, -0.3002, -0.2216, -0.1497, -0.1789, -1.0091, -0.1438, 0.2764, -0.1749, -0.2930, -0.1969, -0.2386, -0.1468, -0.3455, -0.4083, -0.3725, -0.1161, -0.1145, -0.1948, -0.2766, 0.0813, 0.1742, -0.1839, -0.1726, -0.2930, 0.1283, -0.2992, -0.2386, 0.2489, 0.2487, 0.2419, 0.2355, 0.2358, 0.2236, 0.2183, 0.2429, 0.2444, 0.4135, 0.2527, 0.2218, 0.2328, 0.2306, 0.2428, 0.2278, 0.2546, 0.2277, 0.2475, 0.2518, 0.2383, 0.4212, 0.2517, 0.2253, 0.2291]
}

---

{
  "formula": "C30H25F5",
  "method": "ωB97M-V/def2-TZVPD",
  "homo_ev": -8.998,
  "symbols": ["F", "F", "F", "F", "F", "C", "C", "C", "C", "C", "C", "C", "C", "C", "C", "C", "C", "C", "C", "C", "C", "C", "C", "C", "C", "C", "C", "C", "C", "C", "C", "C", "C", "C", "C", "H", "H", "H", "H", "H", "H", "H", "H", "H", "H", "H", "H", "H", "H", "H", "H", "H", "H", "H", "H", "H", "H", "H", "H", "H"],
  "positions_angstrom": [[-3.1933, -2.7327, -2.2096], [5.3746, 0.4735, 0.3329], [2.6498, -7.2271, -0.6597], [-2.2735, -1.1900, 5.0877], [0.9309, 10.0817, 0.7493], [-0.8825, -7.0503, -1.2002], [1.5078, -6.3934, -2.5480], [4.3425, 2.5522, -2.4819], [-1.0079, -2.4696, -1.4380], [-0.0839, -1.6922, -0.7638], [1.4940, -6.9217, -1.2549], [2.9990, 3.0603, -0.5936], [-2.7538, 8.6973, -0.1585], [-1.8940, -0.2943, -0.0177], [-0.9159, -4.3912, 4.3236], [3.3128, 3.2967, -1.9099], [-1.3353, -3.3560, 5.0861], [-1.8936, -2.2163, 2.9869], [-0.5513, -0.6097, 0.0422], [-0.8055, 8.5082, 1.2197], [-2.0621, 8.0645, 0.8389], [-0.9522, 10.1892, -0.6299], [0.3281, -7.2701, -0.5631], [0.2599, -6.2238, -3.2011], [-1.4328, -3.2316, 2.2195], [-0.3345, 9.6094, 0.4629], [3.6903, 2.0547, 0.1513], [-0.9970, -4.3556, 2.9076], [-1.7923, -2.2585, 4.3934], [-0.9461, -6.6020, -2.5184], [4.7171, 1.3605, -0.4503], [5.1032, 1.5996, -1.7963], [-2.8234, -0.9483, -0.7637], [-2.2135, 9.6779, -0.8803], [-2.3371, -2.0681, -1.4776], [-0.4052, 10.8371, -1.2299], [3.3681, 1.8347, 1.1573], [4.4610, 2.5604, -3.5438], [-0.7045, -3.3352, -2.0832], [2.8480, 4.0915, -2.4247], [-3.8409, -0.5832, -0.8628], [0.2460, -7.7646, 0.4037], [-0.4770, -5.2301, 4.7420], [-1.3467, -3.4709, 6.1570], [2.4799, -6.2606, -3.0551], [-2.2112, -1.3013, 2.4383], [-2.4300, 7.2311, 1.4190], [5.8944, 1.0562, -2.2284], [-3.7811, 8.4975, -0.3153], [0.2364, -5.7618, -4.2104], [0.2232, -0.2132, 0.7489], [-2.1439, 0.5575, 0.6119], [-0.6641, -5.1837, 2.2666], [2.1417, 3.5676, -0.1031], [-2.6993, 10.0304, -1.7527], [-0.2461, 8.1134, 2.0804], [-1.7887, -6.5996, -3.1483], [-1.8279, -7.3055, -0.7933], [-1.5128, -3.1220, 1.1661], [0.9523, -1.9686, -0.7257]],
  "nbo_charge": [-0.3118, -0.3279, -0.3217, -0.3340, -0.3461, -0.1915, -0.3004, -0.1826, -0.3164, -0.1778, 0.4046, -0.1755, -0.2369, -0.2036, -0.1929, -0.2431, -0.2928, -0.2818, -0.2434, -0.2846, -0.1835, -0.2847, -0.2928, -0.1882, -0.2004, 0.4050, -0.2980, -0.2200, 0.4038, -0.2367, 0.4045, -0.2840, -0.3002, -0.1815, 0.4141, 0.2319, 0.2292, 0.2123, 0.2402, 0.2193, 0.2365, 0.2366, 0.2108, 0.2335, 0.2360, 0.2294, 0.2162, 0.2289, 0.2148, 0.2210, 0.2297, 0.2160, 0.2112, 0.2170, 0.2112, 0.2381, 0.2176, 0.2168, 0.2280, 0.2204]
}

---

{
  "formula": "C30H25F5",
  "method": "ωB97M-V/def2-TZVPD",
  "homo_ev": -9.073,
  "symbols": ["F", "F", "F", "F", "F", "C", "C", "C", "C", "C", "C", "C", "C", "C", "C", "C", "C", "C", "C", "C", "C", "C", "C", "C", "C", "C", "C", "C", "C", "C", "C", "C", "C", "C", "C", "H", "H", "H", "H", "H", "H", "H", "H", "H", "H", "H", "H", "H", "H", "H", "H", "H", "H", "H", "H", "H", "H", "H", "H", "H"],
  "positions_angstrom": [[3.3401, 1.7503, 4.0966], [1.2557, 4.8805, -1.6638], [0.9700, 1.0383, -0.4679], [-2.8591, -2.9833, -2.3121], [-7.7567, -1.7560, -2.6376], [-1.5077, -4.7589, -5.1556], [5.5283, 1.6995, 4.9368], [1.9518, 4.2673, 0.4884], [5.9117, -0.7262, 3.6430], [-5.9579, -1.6067, 0.4815], [-3.2060, -2.6223, -4.6122], [-1.7566, -4.3865, -3.8435], [2.9189, 6.8373, 0.8655], [6.7455, 1.0391, 5.0519], [-0.4745, -2.2689, 1.4572], [0.6564, -1.6104, 1.9447], [-0.6217, -0.6855, -0.3496], [-6.7848, -1.4481, -1.7549], [6.9274, -0.1757, 4.4152], [3.1404, 5.8617, 1.8294], [-2.0724, -4.0342, -6.1979], [2.6216, 4.5857, 1.6543], [-2.6002, -3.3209, -3.5928], [-4.6758, -0.5243, -1.2317], [-6.9540, -1.8547, -0.4424], [-2.9223, -2.9767, -5.9266], [-1.1101, -1.8023, 0.3229], [0.4919, -0.0675, 0.1460], [1.1653, -0.5190, 1.2662], [-5.6812, -0.7473, -2.1662], [-4.7984, -0.9616, 0.0755], [4.5278, 1.1004, 4.2110], [1.8125, 5.2359, -0.4874], [4.6818, -0.0905, 3.5336], [2.2902, 6.5254, -0.3360], [-3.8942, -1.8230, -4.3731], [3.8461, -0.5220, 3.0030], [2.1135, -0.0499, 1.4974], [-5.5734, -0.3547, -3.1678], [-1.1617, -0.3097, -1.2080], [6.1047, -1.6538, 3.1195], [-0.9264, -5.6473, -5.3589], [-3.4011, -2.4082, -6.7127], [7.5660, 1.4957, 5.5874], [-1.8180, -4.2911, -7.2185], [-6.1013, -1.9323, 1.5029], [-3.9637, -0.8577, 0.7573], [7.8780, -0.6880, 4.4916], [3.3044, 7.8362, 1.0300], [-1.3181, -4.9385, -3.0214], [2.7087, 3.8340, 2.4287], [1.5324, 3.2929, 0.2727], [-0.7247, -3.2073, 1.9363], [-7.8722, -2.3659, -0.1831], [2.1406, 7.2469, -1.1270], [-3.7870, 0.0225, -1.5210], [5.3537, 2.6223, 5.4725], [1.1212, -1.9587, 2.8581], [-1.9470, -2.3667, -0.0673], [3.6214, 6.1306, 2.7603]],
  "nbo_charge": [-0.3344, -0.3282, -0.3427, -0.3299, -0.3262, -0.1884, -0.2871, -0.2901, -0.1851, -0.1875, -0.2845, -0.2839, -0.1913, -0.1844, -0.2238, -0.1922, -0.3167, 0.4011, -0.2314, -0.2351, -0.2299, -0.1908, 0.3979, -0.1725, -0.2848, -0.1890, -0.1984, 0.4691, -0.3113, -0.2986, -0.2386, 0.3989, 0.4018, -0.2863, -0.2909, 0.2270, 0.2261, 0.2247, 0.2263, 0.2299, 0.2181, 0.2181, 0.2184, 0.2184, 0.2171, 0.2178, 0.2214, 0.2167, 0.2141, 0.2287, 0.2247, 0.2396, 0.2151, 0.2286, 0.2285, 0.2130, 0.2318, 0.2153, 0.2318, 0.2139]
}

---

{
  "formula": "C30H25IrP2S2",
  "method": "ωB97M-V/def2-TZVPD",
  "charge": 1,
  "multiplicity": 6,
  "homo_ev": [-10.058, -11.386],
  "s_squared": 8.774,
  "symbols": ["Ir", "S", "S", "P", "P", "C", "C", "C", "C", "C", "C", "C", "C", "C", "C", "C", "C", "C", "C", "C", "C", "C", "C", "C", "C", "C", "C", "C", "C", "C", "C", "C", "C", "C", "C", "H", "H", "H", "H", "H", "H", "H", "H", "H", "H", "H", "H", "H", "H", "H", "H", "H", "H", "H", "H", "H", "H", "H", "H", "H"],
  "positions_angstrom": [[0.3370, -1.7942, 2.3179], [2.5984, -1.7691, 1.2276], [-0.8834, -3.0952, 0.3481], [1.7613, -0.1624, 0.2779], [-1.1165, -1.1922, -0.2851], [-1.0235, -0.8205, -4.8353], [2.7185, -1.2253, -2.1050], [-1.3339, 0.2796, -4.0457], [3.3253, 3.5742, 2.3870], [-0.9703, 0.0658, 3.9328], [2.1338, 1.1253, -2.1249], [-3.8639, -1.3107, -0.0868], [-4.0952, 1.1527, 1.1933], [2.2564, -0.0891, -1.4500], [4.1630, 2.8398, 1.5579], [0.2891, -0.3625, 4.4190], [2.4831, 1.1970, -3.4617], [3.6777, 1.7239, 0.8973], [-1.0321, -1.0683, -2.0838], [2.0000, 3.2004, 2.5561], [2.3507, 1.3426, 1.0794], [-2.8420, 0.6801, 0.8322], [-5.2242, 0.3943, 0.9189], [-0.7160, -2.1693, -2.8699], [-0.7160, -2.0400, -4.2510], [-2.7314, -0.5529, 0.1969], [-5.1109, -0.8335, 0.2788], [1.5067, 2.0802, 1.9041], [0.2458, -1.7739, 4.5540], [-1.0699, -2.2059, 4.1361], [-1.8034, -1.0635, 3.7616], [3.0668, -1.1416, -3.4438], [0.0525, -0.2700, 0.6392], [2.9493, 0.0649, -4.1186], [-1.3425, 0.1596, -2.6676], [-1.2509, 1.0898, 3.7365], [5.1942, 3.1382, 1.4252], [-1.5770, 1.2289, -4.5051], [3.7080, 4.4445, 2.9035], [-1.0296, -0.7237, -5.9133], [-4.1908, 2.1127, 1.6839], [4.3188, 1.1439, 0.2439], [-5.9959, -1.4187, 0.0676], [-1.4802, -3.1934, 4.2771], [2.3959, 2.1366, -3.9913], [-1.6016, 1.0074, -2.0425], [1.1104, 0.2749, 4.7069], [-3.7567, -2.2704, -0.5785], [-6.1999, 0.7646, 1.2054], [1.3468, 3.7859, 3.1903], [1.7804, 2.0049, -1.5992], [-0.4786, -2.8939, -4.8718], [0.4779, 1.7704, 2.0328], [3.4327, -2.0183, -3.9617], [0.9657, -2.3775, 5.0852], [2.8110, -2.1606, -1.5662], [-1.9473, 1.2551, 1.0413], [-2.8226, -1.0540, 3.4077], [-0.4795, -3.1170, -2.4026], [3.2284, 0.1293, -5.1622]],
  "lowdin_spin": [2.4156, 0.3160, 0.2908, 0.1132, 0.0993, 0.0020, 0.0080, 0.0005, 0.0012, 0.2607, 0.0034, 0.0014, 0.0013, 0.0105, 0.0010, 0.1676, 0.0008, 0.0028, 0.0090, 0.0015, 0.0149, 0.0150, 0.0002, 0.0078, 0.0007, 0.0073, 0.0004, 0.0145, 0.1003, 0.0965, 0.1820, 0.0006, 0.7724, 0.0028, 0.0037, 0.0088, 0.0001, 0.0000, 0.0001, 0.0001, 0.0001, 0.0007, 0.0000, 0.0059, 0.0000, 0.0011, 0.0056, 0.0018, 0.0000, 0.0001, 0.0004, 0.0000, 0.0104, 0.0000, 0.0115, 0.0043, 0.0124, 0.0055, 0.0050, 0.0002]
}

---

For each record above, in turn, the calculated energy relative to the best compared isomer or geometry (same formula, charge and spin) values are 36.6, 162.4, 0.0, 2.4 kJ/mol.